Entry from the Open Molecules 2025 dataset: C28H29BNO3Sn as an isolated structure (wB97M-V/def2-TZVPD).

Positions of all 63 atoms, in Å:
C -0.13 1.03 3.66
C -0.53 2.02 2.73
C -1.36 1.40 1.74
H -0.32 3.09 2.80
C -1.46 0.00 2.07
C -0.69 -0.22 3.26
H -2.12 -0.72 1.57
C 3.18 0.81 0.78
C 2.84 2.20 0.79
C 2.02 2.47 -0.34
H 3.18 2.93 1.51
C 1.88 1.27 -1.10
C 2.60 0.23 -0.41
H -1.91 1.89 0.93
H -0.64 -1.16 3.82
H 0.45 1.20 4.57
H 2.79 -0.77 -0.79
H 1.62 3.44 -0.62
H 3.89 0.30 1.43
Sn 0.80 0.33 1.18
C 1.43 1.16 -2.54
C 2.75 1.03 -3.35
C 0.71 2.44 -3.00
H 3.41 1.88 -3.13
H 2.55 1.01 -4.43
H 3.28 0.11 -3.08
H 1.36 3.31 -2.87
H -0.21 2.59 -2.41
H 0.44 2.36 -4.06
C 0.54 -0.09 -2.85
C -0.89 -0.12 -2.32
H 1.06 -0.99 -2.49
H 0.50 -0.17 -3.95
O -1.18 -0.12 -1.12
N -1.91 -0.18 -3.22
C -3.22 -0.49 -2.58
H -1.77 -0.43 -4.19
C -3.77 0.70 -1.83
C -4.44 0.54 -0.61
H -4.51 -0.46 -0.18
C -4.98 1.65 0.04
H -5.51 1.51 0.99
C -4.87 2.92 -0.53
H -5.33 3.79 -0.03
C -4.20 3.08 -1.75
H -4.10 4.07 -2.20
C -3.67 1.97 -2.40
H -3.14 2.07 -3.35
H -3.13 -1.34 -1.88
H -3.89 -0.77 -3.39
O 2.50 -1.88 2.39
B 1.46 -1.90 1.40
O 1.05 -3.24 1.18
C 1.79 -3.99 2.05
C 1.63 -5.31 2.38
C 2.30 -5.77 3.53
C 3.13 -4.93 4.28
C 3.33 -3.60 3.88
C 2.65 -3.17 2.78
H 0.99 -5.95 1.79
H 2.16 -6.80 3.84
H 3.63 -5.29 5.17
H 3.97 -2.91 4.43

M   557.07 g mol⁻¹
Maximum force   2.2 eV/A
HOMO level   -1.9 eV
Net charge   -1
Frontier orbital gap   4.441 eV

Here are the natural (NBO) charges for atoms 1 to 2, given in e: -0.32, -0.35